(1)
Density functional theory data (the ωB97M-V functional and the def2-TZVPD basis) for a molecular structure, C48H49F10N6OSbSi2SrTe.

For the HOMO-LUMO gap, the calculation gives 7.1519 eV. The value obtained for the molecular weight is 1309.09 g mol⁻¹. For the energy above the lowest of the compared OMol25 structures with the same formula, charge and spin, the calculation gives 62.2 kJ/mol. Its total energy is -4379.02321 Ha. The calculation puts the HOMO energy at -8.254 eV.

Last column: Löwdin charge in e.
CARTESIAN COORDINATES (ANGSTROEM)
Sr (0.626, -0.823, -0.150)  1.2581
C (4.635, -3.014, -2.712)  -0.0917
C (3.465, -2.375, -2.495)  -0.0818
N (2.979, -2.236, -1.227)  0.1127
C (3.688, -2.792, -0.272)  -0.1964
C (4.934, -3.391, -0.543)  -0.0900
N (5.427, -3.498, -1.717)  0.1076
C (3.185, -2.743, 1.134)  -0.2030
C (4.100, -2.747, 2.183)  0.0454
C (3.621, -2.962, 3.456)  -0.1399
C (2.236, -2.951, 3.615)  0.0511
C (1.360, -2.843, 2.550)  -0.1631
N (1.866, -2.775, 1.311)  0.0926
C (-0.166, -2.809, 2.770)  -0.2225
C (-0.808, -3.309, 3.853)  -0.0896
N (-2.131, -3.397, 3.955)  0.1086
C (-2.770, -2.931, 2.903)  -0.0989
C (-2.158, -2.409, 1.760)  -0.0496
N (-0.820, -2.400, 1.709)  0.0725
C (4.477, -2.966, 4.662)  -0.1807
C (5.362, -1.946, 4.941)  -0.0160
C (6.020, -1.953, 6.170)  -0.1173
N (5.903, -2.916, 7.109)  0.0673
C (5.066, -3.858, 6.809)  -0.1749
C (4.324, -3.982, 5.633)  0.0044
H (5.096, -3.152, -3.675)  0.1107
H (2.840, -1.983, -3.266)  0.0914
H (5.581, -3.679, 0.301)  0.1264
H (5.128, -2.529, 1.978)  0.1236
H (1.854, -2.890, 4.618)  0.1220
H (-0.218, -3.686, 4.732)  0.1326
H (-3.862, -2.890, 3.023)  0.1222
H (-2.676, -1.880, 0.960)  0.0861
H (5.421, -1.130, 4.186)  0.1229
H (6.695, -1.075, 6.449)  0.1309
H (4.960, -4.704, 7.475)  0.1061
H (3.669, -4.825, 5.492)  0.1123
F (-1.514, -1.418, -1.223)  -0.6698
C (2.268, 2.779, -5.992)  -0.1768
Si (3.283, 2.692, -4.422)  0.3755
C (5.110, 2.414, -4.810)  -0.1815
C (2.969, 4.139, -3.284)  -0.1705
C (2.676, 1.153, -3.570)  -0.6246
Te (0.672, 1.145, -2.889)  1.2180
C (0.123, -0.471, -4.179)  -0.5734
Si (-1.491, -0.019, -5.005)  0.2973
C (-2.807, 0.199, -3.731)  -0.1950
C (-1.449, 1.497, -5.998)  -0.2078
C (-1.948, -1.523, -6.057)  -0.1732
H (2.503, 3.574, -6.662)  0.0205
H (1.214, 2.864, -5.857)  -0.0075
H (2.489, 1.847, -6.524)  0.0431
H (5.597, 3.346, -5.074)  0.0159
H (5.370, 1.695, -5.663)  0.0567
H (5.443, 1.987, -3.833)  0.0342
H (3.488, 5.003, -3.750)  0.0450
H (3.266, 4.059, -2.255)  0.0087
H (1.864, 4.229, -3.315)  0.0328
H (3.321, 0.939, -2.688)  -0.0074
H (2.880, 0.153, -4.074)  0.0239
H (0.106, -1.458, -3.588)  0.0389
H (0.968, -0.498, -4.857)  -0.0064
H (-2.364, 0.667, -2.851)  -0.0196
H (-3.085, -0.848, -3.488)  0.0381
H (-3.693, 0.745, -4.181)  0.0693
H (-1.661, 2.351, -5.360)  0.0252
H (-2.314, 1.353, -6.751)  0.0716
H (-0.502, 1.678, -6.571)  0.0322
H (-1.461, -2.304, -5.536)  0.0005
H (-1.563, -1.618, -7.066)  0.0225
H (-3.056, -1.608, -6.140)  0.0466
C (-7.719, 4.106, 0.538)  -0.0935
C (-7.289, 3.368, -0.565)  -0.0971
C (-6.112, 2.654, -0.521)  -0.1708
C (-5.240, 2.712, 0.574)  -0.4328
C (-5.687, 3.362, 1.689)  -0.1268
C (-6.899, 4.134, 1.659)  -0.0630
Sb (-3.528, 1.525, 0.267)  1.5408
C (-3.036, 1.310, 2.316)  -0.4226
C (-3.914, 1.297, 3.354)  -0.1459
C (-3.519, 1.004, 4.692)  -0.0638
C (-2.180, 0.687, 5.001)  -0.0704
C (-1.263, 0.764, 3.947)  -0.0886
C (-1.687, 1.138, 2.668)  -0.1474
C (-4.768, -0.319, 0.102)  -0.3240
C (-6.015, -0.506, 0.686)  -0.1255
C (-6.900, -1.482, 0.237)  -0.0858
C (-6.410, -2.406, -0.649)  -0.1076
C (-5.143, -2.300, -1.183)  -0.0939
C (-4.363, -1.243, -0.866)  -0.1908
H (-8.601, 4.709, 0.411)  0.0953
H (-7.911, 3.334, -1.472)  0.1092
H (-5.976, 2.024, -1.383)  0.0906
H (-5.025, 3.556, 2.500)  0.0825
H (-7.194, 4.717, 2.513)  0.0928
H (-4.995, 1.323, 3.148)  0.0915
H (-4.278, 0.991, 5.456)  0.0923
H (-1.766, 0.511, 6.024)  0.1152
H (-0.262, 0.500, 3.948)  0.0644
H (-0.906, 1.223, 1.904)  0.0696
H (-6.374, 0.071, 1.486)  0.0784
H (-7.901, -1.445, 0.623)  0.1001
H (-7.094, -3.184, -0.922)  0.0950
H (-4.882, -3.096, -1.926)  0.1258
H (-3.402, -1.179, -1.300)  0.0161
F (0.868, 3.197, 1.765)  0.1521
C (2.136, 3.243, 1.323)  -0.5767
F (2.765, 4.207, 1.927)  0.2168
F (2.029, 3.547, 0.012)  0.1423
C (2.709, 1.817, 1.451)  -0.3539
O (1.898, 0.858, 0.962)  -0.3219
C (3.090, 1.590, 2.958)  -0.5031
F (3.607, 0.366, 3.225)  0.1405
F (3.893, 2.530, 3.438)  0.1810
F (1.917, 1.664, 3.667)  0.1253
C (4.066, 1.779, 0.668)  -0.5106
F (4.676, 0.579, 0.847)  0.1211
F (3.888, 1.798, -0.622)  0.1619
F (5.086, 2.670, 0.991)  0.1215

=====

(2)
Density functional theory data (the ωB97M-V functional and the def2-TZVPD basis) for a molecular structure, C12H14BF4IN2Ru.

Its spin multiplicity is 5. For the HOMO-LUMO gap (alpha / beta), the calculation gives 7.8016 / 4.8638 eV. Its net charge is +2. The value obtained for the molecular weight is 501.04 g mol⁻¹. For the energy above the lowest of the compared OMol25 structures with the same formula, charge and spin, the calculation gives 85.9 kJ/mol. Its total energy is -1391.49379 Ha. The calculation puts the HOMO energy (alpha / beta) at -16.964 / -16.917 eV.

Last column: Löwdin charge in e.
CARTESIAN COORDINATES (ANGSTROEM)
C (-0.167, -3.000, -1.047)  -0.2027
C (0.387, -1.386, -3.024)  -0.2758
H (0.125, -3.078, 0.014)  0.0399
H (0.291, -3.712, -1.776)  0.0385
H (-1.213, -2.812, -1.327)  0.0714
H (1.205, -0.651, -3.203)  0.0271
H (0.625, -2.438, -3.326)  0.0319
H (-0.717, -1.203, -3.236)  0.0760
C (2.239, -0.483, 1.773)  -0.0396
C (2.685, 0.273, 2.852)  0.0691
C (2.452, 1.636, 2.906)  0.0484
C (1.736, 2.184, 1.850)  0.1053
H (2.386, -1.559, 1.717)  0.1096
H (3.223, -0.227, 3.657)  0.1524
H (2.805, 2.270, 3.747)  0.1624
H (1.438, 3.226, 1.849)  0.1329
N (1.577, 0.046, 0.717)  0.0143
C (1.328, 1.366, 0.780)  -0.1623
C (0.446, 1.861, -0.257)  -0.1573
N (0.025, 0.919, -1.143)  -0.0045
C (-0.902, 1.225, -2.042)  -0.0487
C (-1.032, 3.481, -1.216)  0.0487
C (-1.449, 2.499, -2.111)  0.0775
H (-1.233, 0.437, -2.695)  0.0999
H (-2.215, 2.696, -2.864)  0.1523
C (-0.083, 3.146, -0.279)  0.0820
H (0.260, 3.832, 0.503)  0.1395
H (-1.451, 4.512, -1.240)  0.1627
Ru (0.566, -1.157, -1.066)  1.1495
I (2.863, -2.263, -1.340)  0.7039
F (-2.093, -0.885, -0.283)  0.0655
B (-1.802, -0.844, 1.121)  -1.2200
F (-2.910, -1.216, 1.838)  0.1866
F (-0.706, -1.723, 1.386)  0.0555
F (-1.395, 0.473, 1.460)  0.1079

=====

(3)
Density functional theory data (the ωB97M-V functional and the def2-TZVPD basis) for C4H10N2 in the gas phase.

For the HOMO-LUMO gap, the calculation gives 9.9273 eV. As for the structure (SMILES): N[C@@H]1CC[C@H]1N. The value obtained for the molecular weight is 86.14 g mol⁻¹. For the energy above the lowest of the compared OMol25 structures with the same formula, charge and spin, the calculation gives 145.1 kJ/mol. Its total energy is -267.87008 Ha. The calculation puts the HOMO energy at -8.672 eV.

Last column: natural (NBO) charge in e.
CARTESIAN COORDINATES (ANGSTROEM)
N (-1.660, -1.067, -0.235)  -0.8370
C (-0.661, -0.295, 0.366)  -0.0463
C (-0.892, 1.235, 0.125)  -0.4104
C (0.616, 1.397, -0.122)  -0.4249
C (0.707, -0.189, -0.364)  -0.0405
N (1.843, -0.960, 0.122)  -0.8471
H (-1.443, -2.043, -0.169)  0.3640
H (-2.682, -0.879, 0.191)  0.3637
H (-0.334, -0.539, 1.382)  0.1516
H (-1.444, 1.325, -0.817)  0.2077
H (-1.397, 1.736, 0.894)  0.2014
H (1.137, 1.735, 0.812)  0.1970
H (0.934, 2.085, -0.905)  0.2063
H (0.572, -0.531, -1.416)  0.1982
H (2.743, -0.687, -0.330)  0.3639
H (2.010, -0.900, 1.121)  0.3523

=====

(4)
Density functional theory data (the ωB97M-V functional and the def2-TZVPD basis) for 2 unconnected molecules or ions with the total composition C8H8F3NO.

For the HOMO-LUMO gap (alpha / beta), the calculation gives 7.7488 / 7.8381 eV. The value obtained for the molecular weight is 191.15 g mol⁻¹. For the energy above the lowest of the compared OMol25 structures with the same formula, charge and spin, the calculation gives 308.6 kJ/mol. Its total energy is -739.02693 Ha. The calculation puts the HOMO energy (alpha / beta) at -7.850 / -8.708 eV.

Last column: natural (NBO) charge in e.
CARTESIAN COORDINATES (ANGSTROEM)
C (-2.808, 0.705, 0.303)  -0.1845
C (-2.396, -0.282, 1.184)  -0.2272
C (-1.859, 1.291, -0.624)  -0.2029
C (-1.117, -0.739, 1.134)  -0.1595
C (-0.617, 0.803, -0.772)  -0.2276
C (-0.184, -0.099, 0.256)  0.0594
C (3.258, -0.712, -0.645)  -0.2822
C (1.441, 0.549, 2.503)  0.9728
N (1.092, -0.502, 0.354)  -0.0902
O (1.942, -0.197, -0.655)  -0.3620
F (2.052, 1.758, 2.394)  -0.3577
F (0.218, 0.856, 2.885)  -0.3317
F (2.060, -0.109, 3.435)  -0.3197
H (-3.863, 0.900, 0.298)  0.2122
H (-3.192, -0.829, 1.665)  0.2169
H (-2.265, 2.065, -1.257)  0.2117
H (-0.718, -1.532, 1.707)  0.2239
H (-0.005, 1.337, -1.557)  0.2404
H (3.932, 0.089, -0.135)  0.1859
H (3.688, -0.731, -1.734)  0.2122
H (3.582, -1.731, -0.066)  0.2097